No. 1
# C6H14NO

A molecular structure, C6H14NO (the ωB97M-V functional and the def2-TZVPD basis, OMol25).

The geometry in ORCA input format:
```
! RIJCOSX wB97M-V def2-TZVPD def2/J DEFGRID3
* xyz 2 2
C -0.634 -1.333 -0.189
C -1.904 -1.232 0.559
C -1.098 0.087 0.382
C -0.360 0.565 1.565
C -1.056 2.197 -0.873
C -1.619 0.974 -0.650
N 2.734 -1.386 -1.208
H 0.224 -1.804 0.274
H -0.700 -1.477 -1.263
H -1.887 -1.626 1.561
H -2.824 -1.304 -0.004
H 0.881 0.637 0.927
H -0.379 -0.132 2.402
H -0.158 2.461 -0.322
H -1.461 2.907 -1.587
H -2.471 0.637 -1.228
H 3.129 -1.117 -2.120
H 2.491 -0.548 -0.596
H 3.360 -2.069 -0.754
H -0.643 1.564 1.880
H 2.490 1.285 0.869
O 1.882 0.715 0.375
*
```

Properties
- frontier orbital gap (spin up / spin down) (eV) = 7.969 / 5.142
- <S²> = 1.34
- energy relative to the best compared isomer or geometry (same formula, charge and spin) (kJ/mol) = 458.5



No. 2
# C17H40BBrN3O6P2

3 unconnected molecules or ions with the total composition C17H40BBrN3O6P2 (the ωB97M-V functional and the def2-TZVPD basis, OMol25).

The geometry in ORCA input format:
```
! RIJCOSX wB97M-V def2-TZVPD def2/J DEFGRID3
* xyz 1 1
C 2.901 -0.683 2.925
C 1.517 -0.990 2.146
O 0.765 -1.832 2.664
N 1.298 -0.237 0.895
C 2.010 -0.799 -0.276
C 2.621 0.284 -1.308
O 2.170 -2.025 -0.460
P -0.380 0.156 0.568
N -1.291 0.250 2.038
C -2.594 0.076 1.910
C -3.278 -0.956 2.957
C -3.584 0.805 0.905
B -1.045 -1.005 -0.807
O -0.834 -0.536 -2.178
N -1.745 -2.298 -0.660
C -1.262 -3.114 0.490
C -3.236 -2.183 -0.724
P -0.309 2.199 -0.324
O -1.548 2.391 -1.489
Br -0.659 3.664 1.407
H 2.878 -1.179 3.946
H 3.801 -1.105 2.351
H 3.039 0.445 3.076
H 3.660 -0.008 -1.662
H 1.944 0.373 -2.225
H 2.692 1.325 -0.819
H -2.555 -1.010 3.853
H -3.460 -1.979 2.501
H -4.221 -0.445 3.354
H -3.924 1.844 1.258
H -3.224 0.877 -0.174
H -4.548 0.171 0.873
H -1.697 -0.113 -2.425
H -1.647 -2.665 1.466
H -1.595 -4.206 0.473
H -0.123 -3.087 0.527
H -3.586 -2.967 -1.495
H -3.700 -2.445 0.281
H -3.548 -1.173 -1.147
H -1.902 3.304 -1.321
C -3.540 -1.072 -7.004
C -3.120 -0.909 -5.555
O -3.740 -1.842 -4.675
C -3.487 -3.218 -4.934
C -2.016 -3.589 -4.865
H -4.625 -0.981 -7.102
H -3.067 -0.306 -7.625
H -3.256 -2.047 -7.404
H -3.419 0.085 -5.210
H -2.031 -0.957 -5.449
H -3.923 -3.506 -5.897
H -4.029 -3.783 -4.171
H -1.426 -3.061 -5.616
H -1.886 -4.661 -5.032
H -1.603 -3.333 -3.885
C 5.972 2.444 5.179
C 6.075 2.898 3.735
O 4.827 2.901 3.049
C 3.816 3.746 3.583
C 4.203 5.213 3.617
H 5.536 1.443 5.237
H 6.962 2.423 5.642
H 5.342 3.110 5.773
H 6.723 2.205 3.192
H 6.548 3.882 3.661
H 3.516 3.392 4.576
H 2.941 3.627 2.938
H 5.069 5.392 4.258
H 3.376 5.816 3.999
H 4.462 5.563 2.615
*
```

Properties
- frontier orbital gap (eV) = 7.474



No. 3
# C25H48ClNO3P2STi

A molecular structure, C25H48ClNO3P2STi (the ωB97M-V functional and the def2-TZVPD basis, OMol25).

The geometry in ORCA input format:
```
! RIJCOSX wB97M-V def2-TZVPD def2/J DEFGRID3
* xyz -1 2
Ti 0.027 0.052 0.363
Cl -0.211 0.081 -2.015
P -0.327 -2.467 -0.226
C 0.672 -3.270 -1.593
C -0.096 -3.698 1.144
C -2.089 -2.728 -0.835
C 2.061 -2.617 -1.668
H 0.102 -2.996 -2.499
C 0.816 -4.799 -1.549
H 1.510 -5.117 -0.760
H 1.244 -5.120 -2.509
H -0.132 -5.331 -1.420
H 1.995 -1.600 -2.070
H 2.715 -3.216 -2.316
H 2.529 -2.556 -0.676
H -2.066 -2.145 -1.776
C -3.160 -2.105 0.080
C -2.440 -4.183 -1.172
H -1.873 -4.562 -2.030
H -3.508 -4.238 -1.429
H -2.278 -4.847 -0.310
H -2.772 -1.396 0.824
H -3.721 -2.882 0.620
H -3.878 -1.553 -0.546
C 1.344 -3.592 1.676
H -0.251 -4.700 0.707
C -1.126 -3.482 2.249
H 2.067 -4.103 1.027
H 1.390 -4.063 2.667
H 1.666 -2.545 1.796
H -1.259 -2.417 2.462
H -0.775 -3.944 3.180
H -2.112 -3.891 1.999
H 1.343 -0.840 0.041
H -1.546 0.544 0.410
P 0.367 2.604 -0.253
C -0.806 3.406 -1.464
C 0.331 3.774 1.171
C 2.062 2.759 -0.993
C -2.187 2.738 -1.364
H -0.355 3.157 -2.441
C -0.951 4.930 -1.367
H -1.570 5.224 -0.511
H -1.468 5.275 -2.273
H 0.005 5.462 -1.310
H -2.154 1.710 -1.738
H -2.911 3.309 -1.960
H -2.543 2.705 -0.327
H 1.942 2.229 -1.956
C 3.126 2.013 -0.160
C 2.443 4.216 -1.281
H 1.809 4.659 -2.059
H 3.481 4.249 -1.639
H 2.386 4.841 -0.379
H 2.720 1.398 0.662
H 3.853 2.721 0.264
H 3.674 1.323 -0.818
C -1.090 3.796 1.760
H 0.562 4.768 0.750
C 1.399 3.425 2.211
H -1.712 4.586 1.321
H -1.032 3.972 2.840
H -1.619 2.840 1.644
H 1.446 2.349 2.426
H 1.150 3.933 3.150
H 2.397 3.750 1.897
O 2.014 -0.148 2.337
C 0.962 -0.181 3.036
N -0.252 0.045 2.441
S -1.583 0.167 3.504
O -2.010 1.532 3.581
O -2.542 -0.869 3.183
C -0.549 -0.328 4.859
C -0.983 -0.789 6.102
C -0.007 -1.187 7.035
C 1.352 -1.226 6.680
C 1.737 -0.919 5.374
C 0.781 -0.451 4.474
H -2.050 -0.814 6.330
H -0.311 -1.483 8.044
H 2.094 -1.516 7.422
H 2.756 -1.021 5.020
*
```

Properties
- frontier orbital gap (spin up / spin down) (eV) = 5.402 / 6.061
- <S²> = 0.76
- energy relative to the best compared isomer or geometry (same formula, charge and spin) (kJ/mol) = 0.0



No. 4
# C4H13N2O

2 unconnected molecules or ions with the total composition C4H13N2O (the ωB97M-V functional and the def2-TZVPD basis, OMol25).

The geometry in ORCA input format:
```
! RIJCOSX wB97M-V def2-TZVPD def2/J DEFGRID3
* xyz 1 1
C 1.467 1.303 -0.305
N 0.830 -1.288 -2.872
C 1.170 -0.176 -2.234
N 1.114 0.021 -0.958
H 0.586 1.749 0.145
H 1.867 1.945 -1.084
H 2.229 1.085 0.434
H 0.744 -2.176 -2.382
H 1.093 -1.347 -3.851
H 1.351 0.691 -2.862
H 0.976 -0.767 -0.359
C -1.168 -0.566 1.859
O -1.146 -0.350 3.254
C -2.057 0.512 1.255
H -0.157 -0.483 1.432
H -1.560 -1.555 1.600
H -0.474 -0.879 3.661
H -1.723 1.514 1.514
H -2.061 0.393 0.166
H -3.082 0.373 1.588
*
```

Properties
- frontier orbital gap (eV) = 9.647
- energy relative to the best compared isomer or geometry (same formula, charge and spin) (kJ/mol) = 165.2



No. 5
# C18H24IN2OPtS3

A molecular structure, C18H24IN2OPtS3 (the ωB97M-V functional and the def2-TZVPD basis, OMol25).

The geometry in ORCA input format:
```
! RIJCOSX wB97M-V def2-TZVPD def2/J DEFGRID3
* xyz 1 5
Pt -0.379 -0.428 -0.047
C 2.066 0.770 -1.616
N 1.398 -0.550 -1.489
C 2.270 -1.547 -0.833
C 2.586 -1.162 0.605
N 1.395 -0.865 1.452
C 1.622 0.378 2.235
C 1.034 -1.911 2.403
C 2.007 -2.575 3.136
C 1.652 -3.492 4.115
C 0.314 -3.734 4.392
C -0.662 -3.059 3.685
C -0.316 -2.146 2.686
S -1.605 -1.380 1.802
C 0.855 -0.943 -2.766
C 1.537 -1.754 -3.653
C 0.985 -2.011 -4.903
C -0.228 -1.446 -5.274
C -0.916 -0.634 -4.391
C -0.400 -0.404 -3.116
S -1.324 0.458 -1.921
H 3.006 0.659 -2.165
H 2.259 1.188 -0.632
H 1.410 1.449 -2.154
H 3.221 -1.641 -1.369
H 1.751 -2.503 -0.871
H 3.231 -0.284 0.631
H 3.171 -1.977 1.027
H 2.489 0.261 2.890
H 0.736 0.584 2.830
H 1.771 1.215 1.557
H 3.056 -2.372 2.968
H 2.424 -4.005 4.670
H 0.033 -4.444 5.157
H -1.710 -3.240 3.887
H 2.496 -2.178 -3.394
H 1.520 -2.645 -5.597
H -0.641 -1.647 -6.253
H -1.870 -0.204 -4.664
C -1.682 4.028 2.089
S -1.786 2.853 0.755
C -3.318 2.064 1.217
O -0.707 1.834 1.054
H -2.511 4.730 2.005
H -0.741 4.563 1.980
H -1.711 3.496 3.039
H -4.133 2.784 1.147
H -3.223 1.670 2.229
H -3.489 1.253 0.511
I -1.112 -3.098 -0.626
*
```

Properties
- frontier orbital gap (spin up / spin down) (eV) = 8.262 / 5.826
- <S²> = 6.03
- energy relative to the best compared isomer or geometry (same formula, charge and spin) (kJ/mol) = 52.5



No. 6
# C35H32BiBrN6O8S

A molecular structure, C35H32BiBrN6O8S (the ωB97M-V functional and the def2-TZVPD basis, OMol25).

The geometry in ORCA input format:
```
! RIJCOSX wB97M-V def2-TZVPD def2/J DEFGRID3
* xyz 0 1
Bi -1.167 1.182 -0.646
O -0.508 2.550 4.870
C -1.060 1.327 4.964
C -1.323 0.839 6.245
C -1.910 -0.397 6.420
C -2.211 -1.195 5.318
C -1.944 -0.722 4.049
C -1.386 0.543 3.844
C -1.218 1.016 2.451
O -1.487 0.224 1.481
N -0.819 2.266 2.293
N -0.880 2.687 0.983
C -0.737 3.951 0.752
C -1.088 4.620 -0.465
C -0.634 5.938 -0.650
C -1.050 6.697 -1.715
C -1.987 6.152 -2.601
C -2.468 4.874 -2.431
C -2.008 4.055 -1.384
O -2.477 2.828 -1.287
H -0.503 2.791 3.914
H -1.085 1.478 7.087
H -2.156 -0.737 7.418
H -2.675 -2.162 5.453
H -2.178 -1.312 3.174
H -0.418 4.564 1.594
H 0.066 6.348 0.069
H -0.673 7.700 -1.856
H -2.348 6.745 -3.433
H -3.198 4.456 -3.112
N 2.912 -2.903 -1.771
C 3.678 -2.158 -0.928
O 4.769 -2.528 -0.544
C 3.102 -0.848 -0.480
C 3.969 0.100 0.049
C 3.466 1.318 0.461
C 2.107 1.550 0.344
N 1.267 0.632 -0.129
C 1.755 -0.538 -0.533
H 3.328 -3.744 -2.134
H 2.105 -2.535 -2.241
H 5.021 -0.141 0.116
H 4.114 2.085 0.861
H 1.675 2.499 0.629
H 1.024 -1.257 -0.896
C 0.510 -6.198 -1.784
C -0.241 -4.999 -2.296
C -0.602 -4.911 -3.641
C -1.301 -3.819 -4.122
C -1.648 -2.799 -3.244
C -1.307 -2.866 -1.903
C -0.601 -3.965 -1.436
S -2.566 -1.428 -3.870
O -3.576 -1.893 -4.771
O -2.942 -0.626 -2.732
N -1.462 -0.661 -4.810
C -0.371 0.096 -4.179
C -0.686 1.584 -4.013
C 0.425 2.266 -3.211
O 1.413 2.661 -3.801
O 0.282 2.346 -1.915
H 0.217 -7.098 -2.322
H 0.325 -6.353 -0.722
H 1.587 -6.072 -1.920
H -0.343 -5.718 -4.316
H -1.593 -3.748 -5.161
H -1.640 -2.086 -1.228
H -0.340 -4.031 -0.386
H -1.942 -0.161 -5.551
H 0.520 -0.032 -4.792
H -0.154 -0.367 -3.210
H -1.666 1.708 -3.543
H -0.702 2.057 -4.995
Br 0.976 -2.494 6.606
C 1.480 -1.708 4.971
C 1.291 -2.390 3.784
C 1.714 -1.766 2.620
N 2.269 -0.559 2.586
C 2.414 0.084 3.741
C 2.044 -0.446 4.968
H 0.827 -3.365 3.762
H 1.599 -2.269 1.664
H 2.847 1.077 3.684
H 2.181 0.109 5.885
*
```

Properties
- frontier orbital gap (eV) = 7.577
- energy relative to the best compared isomer or geometry (same formula, charge and spin) (kJ/mol) = 51.0



No. 7
# C2H6N2

A single C2H6N2 molecule (the ωB97M-V functional and the def2-TZVPD basis, OMol25).

The geometry in ORCA input format:
```
! RIJCOSX wB97M-V def2-TZVPD def2/J DEFGRID3
* xyz 0 1
N 0.002 -1.275 -1.380
C -0.055 -0.672 -0.123
C -0.104 0.636 0.103
N 0.058 1.202 1.373
H 0.569 -2.068 -1.608
H -0.037 -0.598 -2.128
H -0.173 -1.291 0.752
H -0.202 1.369 -0.699
H 0.302 0.607 2.141
H -0.360 2.089 1.571
*
```

Properties
- frontier orbital gap (eV) = 8.232
- structure (SMILES) = N/C=C/N
- energy relative to the best compared isomer or geometry (same formula, charge and spin) (kJ/mol) = 134.2



No. 8
# C3H6N2O2

A single C3H6N2O2 molecule (the ωB97M-V functional and the def2-TZVPD basis, OMol25).

The geometry in ORCA input format:
```
! RIJCOSX wB97M-V def2-TZVPD def2/J DEFGRID3
* xyz 0 1
H 2.061 -0.499 -1.732
N 1.424 -0.425 -0.968
C 1.680 0.555 -0.218
O 0.879 0.674 0.862
C -0.079 -0.540 0.969
C -1.456 -0.309 0.298
N -1.527 0.799 -0.460
O -2.390 -1.068 0.500
H 2.491 1.292 -0.389
H 0.217 -1.580 0.658
H -0.184 -0.526 2.041
H -2.396 0.993 -0.936
H -0.660 1.261 -0.644
*
```

Properties
- frontier orbital gap (eV) = 10.610
- structure (SMILES) = [H]/N=C/OCC(N)=O
- energy relative to the best compared isomer or geometry (same formula, charge and spin) (kJ/mol) = 187.2



Copy entry 4 word for word.
# C4H13N2O

2 unconnected molecules or ions with the total composition C4H13N2O (the ωB97M-V functional and the def2-TZVPD basis, OMol25).

The geometry in ORCA input format:
```
! RIJCOSX wB97M-V def2-TZVPD def2/J DEFGRID3
* xyz 1 1
C 1.467 1.303 -0.305
N 0.830 -1.288 -2.872
C 1.170 -0.176 -2.234
N 1.114 0.021 -0.958
H 0.586 1.749 0.145
H 1.867 1.945 -1.084
H 2.229 1.085 0.434
H 0.744 -2.176 -2.382
H 1.093 -1.347 -3.851
H 1.351 0.691 -2.862
H 0.976 -0.767 -0.359
C -1.168 -0.566 1.859
O -1.146 -0.350 3.254
C -2.057 0.512 1.255
H -0.157 -0.483 1.432
H -1.560 -1.555 1.600
H -0.474 -0.879 3.661
H -1.723 1.514 1.514
H -2.061 0.393 0.166
H -3.082 0.373 1.588
*
```

Properties
- frontier orbital gap (eV) = 9.647
- energy relative to the best compared isomer or geometry (same formula, charge and spin) (kJ/mol) = 165.2